A molecular structure, C16H33ClHgP2 at a distorted geometry, computed with ωB97M-V with the def2-TZVPD basis set.

Element x y z (Å)
Hg: 1.9557 1.8467 2.2794
Cl: 0.5072 3.4272 4.8479
P: 1.2818 2.5180 0.2428
P: -0.1514 -1.2041 -1.5378
C: -2.3041 -0.9993 -0.8818
C: 1.5945 1.1759 -1.0335
C: -2.1263 -3.4311 -0.1910
C: -3.0757 -2.3173 -0.6936
C: -0.7704 -3.2509 -0.7383
C: 1.3044 -2.0168 -2.4621
C: 1.0319 3.7192 3.2615
C: 0.4474 0.5203 -1.8543
C: 1.9566 0.5798 4.0431
C: -1.1114 -1.7428 -3.1126
C: 2.4619 3.8455 -0.1959
C: -2.1014 -0.3008 0.2942
C: -0.4578 3.0275 -0.1231
C: 0.0190 -1.5071 1.1665
C: -1.3635 -0.8288 1.4524
C: 0.1774 -2.3663 -0.1272
H: -1.0338 2.1515 -0.4620
H: 1.7462 4.5427 3.3162
H: 2.2354 0.4033 -0.5704
H: -0.9420 3.4002 0.7908
H: 1.2164 -2.7280 -0.1399
H: 3.4836 3.4613 -0.0846
H: 1.1789 -3.0984 -2.5607
H: 2.2335 -1.8311 -1.9272
H: -2.1632 -1.4288 -3.2074
H: 2.3056 4.1571 -1.2442
H: 0.7364 -0.6835 1.0992
H: -2.5197 -4.4190 -0.5071
H: -1.1585 0.0259 2.1264
H: -0.5107 3.7919 -0.9065
H: 0.1582 3.9953 2.6607
H: 1.4093 -1.6005 -3.4720
H: 1.6990 -0.4435 3.6897
H: 1.1868 0.8886 4.7530
H: -2.4851 0.7285 0.4111
H: -0.3456 -4.0225 -1.4025
H: 2.3663 4.7111 0.4685
H: -0.6134 -1.3918 -4.0076
H: -3.5313 -2.6449 -1.6404
H: -2.7051 -0.3873 -1.6927
H: -1.9719 -1.5402 2.0562
H: 0.3039 -2.1082 2.0472
H: -1.1543 -2.8395 -3.2014
H: 2.2417 1.7260 -1.7523
H: 2.9157 0.5364 4.5794
H: 0.8421 0.3859 -2.8767
H: -3.8685 -2.1928 0.0563
H: -0.4363 1.1796 -1.9481
H: -2.0953 -3.4203 0.9123

- maximum force (eV/A) = 4.29
- energy above the lowest of the compared OMol25 structures with the same formula, charge and spin (kJ/mol) = 684.0
- spin multiplicity = 1
- Kohn-Sham gap (eV) = 4.97

A molecular structure, C16H33ClP2W at a distorted geometry, computed with ωB97M-V with the def2-TZVPD basis set.

Element x y z (Å)
W: 0.8755 -0.3014 2.1413
Cl: 3.0909 0.1024 1.7819
P: 0.2086 -2.4945 1.6899
P: -0.6361 2.2725 1.7812
C: 0.4287 3.7084 1.8360
C: 1.9120 -0.6312 -3.1268
C: 1.0145 -1.3648 -2.1940
C: 1.6045 -3.2587 0.8751
C: 1.4913 0.8347 -3.4401
C: -0.6030 1.6090 -2.2766
C: -0.4009 -0.3891 0.6003
C: -0.2859 1.1677 3.1312
C: -0.3350 -1.3537 -2.2865
C: 0.7523 1.5239 -2.3579
C: -1.2922 -3.4828 1.5415
C: -2.3190 2.6069 1.2288
C: 0.0629 1.0882 0.5646
C: 0.4425 -1.2293 3.9755
C: -1.5547 0.7911 -3.0865
C: -1.1027 -0.6651 -3.3766
H: 1.7436 -4.2393 1.3682
H: -1.7002 1.2802 -4.0590
H: 1.4633 3.4090 2.0685
H: -1.3293 -4.1320 2.4306
H: -2.3079 3.1910 0.2956
H: 1.0547 -2.1037 4.1790
H: 0.2820 1.6254 3.9502
H: -0.9797 -1.9656 -1.6411
H: -0.4863 -0.6903 -4.2905
H: -2.8756 1.6750 1.0391
H: -0.2505 1.3760 -0.4227
H: -0.0758 -0.8485 -0.3282
H: 0.0559 4.3740 2.6339
H: 1.1730 1.2238 0.5936
H: 0.8688 0.8565 -4.3378
H: -1.0739 2.4440 -1.7282
H: 2.9252 -0.6021 -2.7021
H: -2.0330 -1.2399 -3.5355
H: -2.5384 0.7696 -2.5895
H: -2.1893 -2.8461 1.5349
H: 0.4022 4.2361 0.8689
H: 2.5193 -2.6582 1.0087
H: -1.2489 0.8289 3.5154
H: 1.3662 2.0983 -1.6493
H: -1.4692 -0.5452 0.7467
H: 1.5246 -2.0670 -1.5339
H: 1.9632 -1.1692 -4.0799
H: -1.2753 -4.1007 0.6296
H: 0.7478 -0.4397 4.6657
H: 1.4240 -3.4091 -0.1995
H: -0.6028 -1.4565 4.1889
H: 2.4159 1.3946 -3.6151
H: -2.8477 3.1969 1.9925

- <S²> = 2.01
- maximum force (eV/A) = 3.05
- energy above the lowest of the compared OMol25 structures with the same formula, charge and spin (kJ/mol) = 80.5
- total charge = +2
- spin multiplicity = 3
- Kohn-Sham gap (spin up / spin down) (eV) = 6.51 / 6.90

5 unconnected molecules or ions with the total composition C16H33F9N2O7 at a distorted geometry, computed with ωB97M-V with the def2-TZVPD basis set.

Element x y z (Å)
F: -3.2339 4.6397 -0.9700
F: -0.4491 1.0221 4.8564
F: 2.8647 -1.5025 -1.1526
F: 4.8351 -0.5255 -1.1289
F: -1.3631 4.9791 -1.8125
F: -2.0584 3.0513 -1.7507
F: 3.7915 -0.8317 -2.9303
F: 1.0994 2.3665 5.6097
F: 1.3208 0.2873 5.9522
O: 0.2554 3.8921 0.3332
O: 2.4635 1.4057 -0.4888
O: -1.5783 2.8556 0.9101
O: -1.2299 -2.7524 -2.7245
O: 1.6723 2.0514 2.7180
O: 1.4126 0.6258 -2.3955
O: 1.5563 -0.1716 2.9298
N: -0.0595 0.5819 0.5793
N: -1.7467 -1.6829 -0.3680
C: 1.6462 -2.2685 2.4248
C: 2.3026 -1.2774 3.3391
C: -0.2502 1.1018 -4.0500
C: 1.7795 1.0095 3.7065
C: -1.0953 -3.9891 0.2858
C: -1.1864 4.0560 0.3362
C: -1.0980 -3.4291 -3.9273
C: 1.1832 0.7528 -3.8346
C: -3.0909 1.6548 2.2193
C: -0.6613 -2.6967 -0.3656
C: 2.6812 0.7455 -1.7100
C: 0.8794 1.1839 5.0251
C: 3.5317 -0.5010 -1.6810
C: -0.1709 -2.7643 -1.8569
C: -2.9737 2.8700 1.4549
C: -1.9557 4.2349 -1.0349
H: -0.4219 1.3044 -5.1071
H: 3.1468 1.4782 -2.3691
H: -4.0688 1.6367 2.7005
H: 1.7404 -2.0063 1.3710
H: -2.4780 1.4734 3.1023
H: -0.5583 -0.2533 0.3075
H: 0.6636 0.4399 1.2700
H: -0.8328 0.1898 -3.9198
H: -1.3663 4.8622 1.0475
H: -0.5540 1.9849 -3.4879
H: 1.5330 -0.0620 -4.4685
H: 0.1656 -2.3444 0.2511
H: 0.3599 0.7688 -0.3203
H: -2.4206 -2.0323 0.2982
H: 3.3699 -1.1483 3.1589
H: -1.0482 -4.5161 -3.8631
H: 0.6009 -2.4373 2.6835
H: -3.2406 3.7432 2.0501
H: -3.6705 2.6620 0.6429
H: -1.2722 -3.8311 1.3497
H: 0.4430 -1.8917 -2.0800
H: 1.7263 1.5985 -4.2565
H: -0.6669 1.3197 0.9061
H: 2.1192 -1.5865 4.3682
H: -2.0659 -1.8883 -1.3040
H: -3.0605 0.8043 1.5383
H: 0.4413 -3.6549 -1.9994
H: 1.9666 -3.3052 2.5286
H: -0.2575 -3.0902 -4.5330
H: -0.1955 -4.5977 0.1953
H: -2.0115 -4.4542 -0.0778
H: 2.8264 1.0042 4.0098
H: -1.9868 -3.1458 -4.4911

- maximum force (eV/A) = 6.78
- total charge = -2
- spin multiplicity = 1
- Kohn-Sham gap (eV) = 4.33

A molecular structure, C16H33FeN5OSSi2 at a distorted geometry, computed with ωB97M-V with the def2-TZVPD basis set.

Element x y z (Å)
Fe: 0.7235 0.7098 0.6218
S: 0.2310 1.4432 3.0752
Si: -0.7863 -0.3402 -2.3391
Si: -2.5983 0.1023 0.4278
O: 2.4456 0.5256 -0.8228
N: 2.7709 0.2680 1.8838
N: 2.7101 0.4140 3.2612
N: 0.6567 -1.6452 0.7228
N: 1.6889 1.0004 5.2049
N: 3.2998 1.5317 -2.6358
C: -2.5216 1.9771 0.3952
C: -0.5013 -1.7844 0.0684
C: -2.5921 -0.4680 2.2096
C: -1.1087 -3.0382 -0.0678
C: -0.6210 1.4593 -2.8276
C: 2.7462 1.5680 -1.4260
C: 1.6150 0.9195 3.8765
C: 0.7182 -3.9976 1.1411
C: 1.1883 2.8012 0.0144
C: -1.0701 -0.5366 -0.4836
C: -0.4919 -4.1511 0.4672
C: -2.1978 -1.0767 -3.3228
C: 2.4895 2.8853 -0.7652
C: 1.2454 -2.7319 1.2443
C: -4.1785 -0.5327 -0.3443
C: 0.7892 -1.2333 -2.8115
H: 1.0546 -1.0168 -3.8518
H: 3.3300 3.0610 -0.0862
H: 0.6774 -2.3198 -2.7181
H: 3.4767 0.8737 1.4829
H: -1.4806 2.0571 -2.5107
H: 2.1848 -2.5778 1.7683
H: 2.4936 0.7112 5.7337
H: 0.3228 3.0251 -0.6101
H: -3.1406 -0.5624 -3.1206
H: 1.1841 3.4005 0.9222
H: -2.6503 2.3743 -0.6159
H: 0.2778 1.9037 -2.3925
H: -1.8924 0.1039 2.8157
H: -4.2847 -0.2207 -1.3863
H: 3.5306 0.2062 3.8055
H: -2.3403 -2.1413 -3.1090
H: 3.4223 0.6461 -3.1000
H: -2.3293 -1.5276 2.3048
H: -3.5872 -0.3338 2.6447
H: -0.9415 -5.1310 0.3630
H: 1.6140 -0.9264 -2.1682
H: 1.2356 -4.8434 1.5704
H: 2.9833 -0.6902 1.6396
H: 2.4933 3.6886 -1.5067
H: 3.5395 2.3723 -3.1301
H: 0.8916 1.3638 5.6979
H: -5.0409 -0.1475 0.2095
H: -1.9878 -0.9757 -4.3927
H: -2.0523 -3.1040 -0.5977
H: -4.2250 -1.6262 -0.3116
H: -3.3053 2.4128 1.0241
H: -1.5573 2.3329 0.7751
H: -0.5471 1.5419 -3.9170

- <S²> = 8.76
- maximum force (eV/A) = 1.38
- energy above the lowest of the compared OMol25 structures with the same formula, charge and spin (kJ/mol) = 5.5
- total charge = +1
- spin multiplicity = 6
- Kohn-Sham gap (spin up / spin down) (eV) = 7.94 / 7.37

5 unconnected molecules or ions with the total composition C16H33N5O8 at a distorted geometry, computed with ωB97M-V with the def2-TZVPD basis set.

Element x y z (Å)
O: -1.4194 2.8857 4.5438
O: -0.4763 -2.3851 -3.4093
O: -3.9032 -1.9030 1.2368
O: -3.7991 1.5627 9.0699
O: 1.4617 -0.2172 -0.6801
O: -3.8912 2.0054 6.9892
O: -2.2027 2.2250 2.5349
O: 4.6316 1.9944 -4.5301
N: 1.8664 -0.7356 1.4854
N: -2.5476 -0.9828 -0.3418
N: -3.3956 1.1999 8.0494
N: 2.6080 2.4673 -3.6146
N: 1.4647 -3.3873 -4.0135
C: -3.6294 2.1285 4.5556
C: -2.0155 3.1779 5.8093
C: 0.8585 -4.7085 -3.9831
C: 0.5409 -0.2877 1.8965
C: -2.9811 2.0064 5.9235
C: -1.7850 0.1679 -0.7937
C: -3.2484 -0.9703 0.8002
C: 2.8647 -3.2552 -4.3652
C: -2.3946 2.3803 3.7149
C: -2.5246 -2.1765 -1.1738
C: 2.7788 -1.2564 2.4844
C: 1.6260 2.1740 -2.5846
C: 2.3378 3.5048 -4.5944
C: 2.1986 -0.6524 0.1916
C: 3.7709 1.8003 -3.6920
C: 0.7019 -2.3242 -3.7125
H: -2.1164 -3.0161 -0.6085
H: 1.6024 -5.4547 -4.2488
H: -1.8943 -1.9743 -2.0412
H: 3.8779 1.0343 -2.9037
H: -4.2719 1.3142 4.2580
H: -3.1711 -0.0077 1.3365
H: 3.0399 -3.6452 -5.3696
H: 3.1570 -2.2077 -4.3406
H: 1.3637 3.9434 -4.3957
H: -2.1537 0.4922 -1.7700
H: 2.3434 -2.1311 2.9705
H: -0.7358 -0.1124 -0.8787
H: 0.0276 -4.7559 -4.6872
H: 1.4425 3.0645 -1.9782
H: 3.4851 -3.8105 -3.6588
H: 2.3497 3.0848 -5.6008
H: -1.8808 0.9906 -0.0855
H: 0.4315 -0.4215 2.9692
H: 1.9860 1.3708 -1.9410
H: 3.2161 -1.0180 -0.0240
H: -4.1859 3.0669 4.5200
H: 0.4700 -4.9200 -2.9866
H: -1.2646 3.3045 6.5744
H: 1.2474 -1.3679 -3.7598
H: -3.5362 -2.4379 -1.4891
H: -2.6283 4.0757 5.7253
H: 3.7178 -1.5452 2.0175
H: 3.1038 4.2795 -4.5436
H: -0.2268 -0.8641 1.3789
H: 0.4032 0.7644 1.6462
H: -2.3643 1.1055 5.9210
H: 2.9810 -0.4962 3.2408
H: 0.6868 1.8569 -3.0432

- maximum force (eV/A) = 1.22
- SMILES = O=NO[C@@H]1COC(=O)C1.CN(C)C=O.CN(C)C=O.CN(C)C=O.CN(C)C=O
- spin multiplicity = 1
- Kohn-Sham gap (eV) = 8.24

A molecular structure, C16H34B2Br4Cl4FMg2N3O7 at a distorted geometry, computed with ωB97M-V with the def2-TZVPD basis set.

Element x y z (Å)
Br: 3.2639 3.1276 -3.6089
Br: -2.9285 5.9897 -1.2613
Br: 0.5544 1.3949 -3.7853
Br: 1.6156 2.9747 -6.3415
Cl: 4.2211 6.0053 -6.8801
Cl: 3.6692 8.1661 -5.0187
Cl: -4.5502 -0.6933 7.4592
Cl: 6.3377 7.0253 -5.1739
Mg: -3.8062 -2.7471 2.7315
Mg: -4.8126 -3.4673 -3.4430
F: 3.2149 2.3454 -7.9997
O: -1.2739 0.8354 -2.7658
O: -1.8806 -1.6983 3.9787
O: 0.2501 4.1690 -9.2208
O: -2.7440 4.3416 -2.5147
O: 3.1476 -1.4358 3.7396
O: -4.5813 -1.5341 -0.8741
O: -1.1287 -0.5105 -0.8773
N: -2.3725 -1.6728 6.1503
N: -1.7147 2.5756 -1.2671
N: -3.5090 -1.1842 -3.0737
C: -2.2277 -1.8868 7.5735
C: 3.5194 -0.2230 3.1036
C: 3.7384 -2.6187 3.2310
C: 2.1254 2.0467 -4.7374
C: -0.2486 -2.6598 5.4857
C: -2.2325 1.2378 -1.8719
C: 4.6066 6.6937 -5.3070
C: -1.5523 -1.9812 5.1734
C: -0.3898 -1.5686 -2.9765
C: 3.1583 -0.1706 1.6290
C: -2.6269 -0.9904 1.4207
C: -2.8895 0.2769 0.5515
C: -2.1708 3.4947 -1.8607
C: 5.2538 -2.6375 3.3327
C: -2.4245 0.0137 -0.8907
C: -0.5275 -2.7842 -2.4381
B: -3.5343 -0.9289 -1.6129
B: -0.3454 -0.1792 -2.0890
H: 0.3595 -2.0240 6.1280
H: 2.9831 0.5693 3.6282
H: 3.7183 -0.9057 1.0481
H: -0.4298 -3.6194 5.9701
H: -0.5416 -2.9689 -1.3565
H: -3.0460 -2.5046 7.9218
H: 3.3801 0.8153 1.2183
H: 5.5715 -2.4486 4.3597
H: -3.2305 -1.2185 5.8467
H: 5.6434 -3.6059 3.0159
H: -1.2774 -2.3768 7.8019
H: -1.8439 -0.7377 2.1421
H: -3.5459 -1.2560 2.0250
H: 0.2969 -2.8361 4.5605
H: -4.4675 -1.4530 -3.3421
H: -0.6817 4.2358 -9.4529
H: -3.2075 1.5009 -2.3192
H: 3.4142 -2.7931 2.1989
H: 3.3342 -3.4393 3.8268
H: 5.7103 -1.8723 2.7027
H: -2.2544 -1.8477 0.8226
H: 2.7091 1.1855 -5.0459
H: -4.4351 -2.4874 -0.7884
H: -2.3849 1.1180 1.0544
H: 0.2435 3.8530 -8.3104
H: 4.3410 5.9692 -4.5462
H: 0.7743 0.1719 -1.9025
H: -0.3466 -1.5140 -4.0776
H: -2.2707 -0.9313 8.0773
H: -3.9694 0.5044 0.5377
H: -2.9568 -2.0379 -3.2326
H: 4.5866 -0.0273 3.2534
H: 2.0965 -0.3802 1.4841
H: -0.5842 -3.6517 -3.1158

- maximum force (eV/A) = 5.03
- spin multiplicity = 1
- Kohn-Sham gap (eV) = 1.32